[1]
7
Properties=species:S:1:pos:R:3 method="wB97M-V/def2-TZVPD" charge=0 gap_ev="6.07 / 6.06" e_homo_ev="-10.04 / -10.04" lumo_energy_ev="-3.97 / -3.99" total_energy_ha=-1524.22554
N 0.2146 0.1862 -1.8947
O 1.4302 0.6339 1.5713
O 0.5052 -1.5962 1.9321
S 0.6483 -0.4553 1.0496
Cl -0.8291 1.1827 -1.2124
Cl -1.6073 0.3668 1.0701
H -0.3619 -0.3181 -2.5159

=====

[2]
8
Properties=species:S:1:pos:R:3 method="wB97M-V/def2-TZVPD" charge=0 gap_ev="8.94 / 8.40" e_homo_ev="-9.43 / -9.21" lumo_energy_ev="-0.49 / -0.81" total_energy_ha=-2707.22850
C 2.0233 -0.5944 -0.7531
C -0.4809 -0.1074 0.3348
N 1.4637 -1.2531 0.1192
Br 3.7525 -1.1828 -1.4027
H 1.5687 0.2384 -1.1790
H 0.0080 0.7656 0.0814
H -0.6487 -0.1604 1.4078
H -0.9308 -0.4204 -0.5020